# 1
Formula: C4H12O
Source: the OMol25 dataset
Level of theory: ωB97M-V/def2-TZVPD

Values from the calculation:
LUMO energy in eV: 0.809
HOMO level in eV: -10.2
SMILES string: CCO.CC
Maximum force in hartree/bohr: 0.096
Energy above the lowest of the compared OMol25 structures with the same formula, charge and spin in kJ/mol: 256.0
Energy in Eh: -234.73513
HOMO-LUMO gap in eV: 11.048

Structure (XYZ):
```
17
Properties=species:S:1:pos:R:3:forces:R:3
C 1.27149 -2.36839 -0.80725 -2.021 -0.345 0.210
C 1.28932 -1.22602 -1.88518 3.014 1.688 1.240
H 2.26155 -2.50696 -0.40974 0.479 0.288 0.241
H 0.54724 -2.28424 0.13127 1.307 -0.216 -2.263
H 1.13631 -3.32008 -1.43544 -0.523 1.087 1.426
H 1.80990 -1.80139 -2.65084 -0.327 0.824 -0.834
H 2.07517 -0.33111 -1.61564 -1.734 -2.208 -0.289
H 0.43928 -0.62563 -2.24164 -0.207 -1.100 0.281
C -1.53724 1.90447 1.55777 -2.384 0.801 -0.483
C -0.54561 1.68795 0.41432 -1.204 -4.189 2.282
O -1.43190 0.92027 2.62939 -2.944 -0.967 -0.148
H -1.30057 3.06393 1.81151 -1.263 -2.701 0.474
H -2.65792 1.67771 1.26790 2.148 1.620 -0.278
H 0.30448 2.17018 0.73635 2.368 0.725 0.246
H -2.40026 0.42900 2.64740 4.089 1.980 0.111
H -0.87065 2.06201 -0.48520 -0.874 0.979 -2.072
H -0.39060 0.54829 0.33503 0.075 1.734 -0.145
```
Forces are in eV/Å.

---

# 2
Formula: C4H12O
Source: the OMol25 dataset
Level of theory: ωB97M-V/def2-TZVPD

Values from the calculation:
LUMO energy in eV: 0.861
HOMO level in eV: -10.9
SMILES string: CC(C)C.O
Maximum force in hartree/bohr: 0.074
Energy above the lowest of the compared OMol25 structures with the same formula, charge and spin in kJ/mol: 133.2
Energy in Eh: -234.78190
HOMO-LUMO gap in eV: 11.764

Structure (XYZ):
```
17
Properties=species:S:1:pos:R:3:forces:R:3
C -1.14702 -0.38364 0.25243 1.044 -1.374 -0.764
C 0.51355 -0.99164 -1.56996 0.197 0.165 -0.255
C 1.33319 0.19351 0.57064 0.290 0.216 0.068
C 0.37039 -0.78153 -0.07908 -1.718 -0.339 1.082
H -1.82069 -0.98779 -0.37827 0.229 0.131 0.258
H -1.34970 0.68369 0.06178 -0.339 -3.633 -1.097
H -1.36810 -0.60008 1.31115 0.021 0.354 -0.491
H 0.33204 -0.02389 -2.06708 0.078 -0.341 -0.105
H -0.23361 -1.71824 -1.93107 0.322 0.296 0.075
H 1.51776 -1.34960 -1.85287 -0.328 0.167 0.083
H 2.36977 -0.00422 0.24967 -0.309 0.103 0.151
H 1.26659 0.03762 1.66053 0.150 0.351 -0.363
H 1.09163 1.24698 0.35051 0.187 -0.338 0.036
H 0.55351 -1.72178 0.47974 -0.200 0.087 -0.608
O -1.35536 1.89806 1.22645 0.702 2.869 0.452
H -1.10069 1.71914 0.29296 0.163 1.954 1.487
H -0.97326 2.78342 1.42245 -0.490 -0.670 -0.010
```
Forces are in eV/Å.

---

# 3
Formula: C4H12O
Source: the OMol25 dataset
Level of theory: ωB97M-V/def2-TZVPD

Values from the calculation:
LUMO energy in eV: 0.930
HOMO level in eV: -10.6
SMILES string: CCC.CO
Maximum force in hartree/bohr: 0.095
Energy above the lowest of the compared OMol25 structures with the same formula, charge and spin in kJ/mol: 161.9
Energy in Eh: -234.77095
HOMO-LUMO gap in eV: 11.537

Structure (XYZ):
```
17
Properties=species:S:1:pos:R:3:forces:R:3
C 0.43720 -2.30989 0.42727 -1.154 -2.719 -0.569
O 0.21277 -2.94640 -0.89497 2.657 0.615 0.877
H 1.13312 -3.02199 -1.25134 -1.312 -0.118 0.005
H 0.99289 -2.94225 1.16405 0.224 0.427 -0.969
H -0.56521 -2.41088 0.78618 -0.650 0.946 0.663
H 0.81182 -1.32039 0.34694 0.233 0.871 -0.004
C -0.56116 1.66744 0.55425 1.141 2.798 0.931
C -1.20025 1.79082 -0.85552 0.637 -2.911 3.219
C 0.96048 1.92027 0.71119 -1.215 2.536 -3.971
H -0.79362 0.74164 0.95622 -0.382 -1.980 0.820
H -1.01780 2.42976 1.27690 0.090 -0.982 -1.109
H -2.12054 1.25931 -0.64153 -0.340 -0.287 -1.093
H -1.43067 2.75491 -0.94254 -0.863 3.975 -1.103
H 1.34676 1.99743 1.64973 0.682 -0.586 2.958
H -0.59284 1.41716 -1.64234 0.275 -0.503 -0.677
H 1.19351 3.01284 0.34848 -0.418 -1.909 0.083
H 1.52276 1.24177 0.08577 0.396 -0.174 -0.061
```
Forces are in eV/Å.

---

# 4
Formula: C4H12O
Source: the OMol25 dataset
Level of theory: ωB97M-V/def2-TZVPD

Values from the calculation:
LUMO energy in eV: 0.900
HOMO level in eV: -10.4
SMILES string: CCC.CO
Maximum force in hartree/bohr: 0.045
Energy above the lowest of the compared OMol25 structures with the same formula, charge and spin in kJ/mol: 77.8
Energy in Eh: -234.80300
HOMO-LUMO gap in eV: 11.252

Structure (XYZ):
```
17
Properties=species:S:1:pos:R:3:forces:R:3
C 2.50788 3.60739 2.68137 0.414 -1.091 0.398
O 1.75008 2.42778 2.43475 0.015 -0.856 -0.118
H 2.49385 3.82691 3.75024 -0.159 0.398 -0.007
H 3.55752 3.44724 2.41901 -0.036 0.265 -0.251
H 2.06518 4.39332 2.08283 0.044 0.189 0.068
H 2.24224 1.60621 2.64591 -0.279 1.092 -0.092
C -0.25334 -1.34578 -2.09455 -0.738 0.222 -0.582
C -1.22581 -2.38182 -1.53751 -0.048 0.126 0.140
C -2.39545 -1.76066 -0.82705 -1.299 1.255 1.417
H 0.07382 -0.66717 -1.30594 0.172 -0.169 0.072
H -0.77592 -0.71800 -2.82017 0.038 0.060 -0.088
H 0.60062 -1.77485 -2.61402 0.099 -0.110 0.163
H -0.66409 -2.97245 -0.81290 -0.168 -0.326 -0.038
H -1.68948 -3.04371 -2.27129 0.678 -0.133 -0.327
H -2.95995 -2.45189 -0.19429 0.305 -0.273 -0.046
H -2.12346 -0.93381 -0.15767 0.468 -0.262 0.138
H -3.20370 -1.25872 -1.37873 0.495 -0.388 -0.847
```
Forces are in eV/Å.

---

# 5
Formula: C4H12O
Source: the OMol25 dataset
Level of theory: ωB97M-V/def2-TZVPD

Values from the calculation:
LUMO energy in eV: 0.998
HOMO level in eV: -10.4
SMILES string: CCC.CO
Maximum force in hartree/bohr: 0.063
Energy above the lowest of the compared OMol25 structures with the same formula, charge and spin in kJ/mol: 111.6
Energy in Eh: -234.79010
HOMO-LUMO gap in eV: 11.368

Structure (XYZ):
```
17
Properties=species:S:1:pos:R:3:forces:R:3
C -1.47640 2.17180 0.18816 -0.383 0.762 -1.229
O -2.27667 1.08936 0.59708 0.318 -0.205 0.245
H -1.95909 0.29465 0.15263 -0.028 0.104 0.075
H -1.88705 3.08447 0.60340 -0.023 0.007 0.454
H -0.40596 2.13089 0.38455 0.017 -0.317 0.567
H -1.55389 2.33216 -0.89855 -0.005 -0.160 0.017
C 0.57824 -1.50469 0.11331 -0.972 -0.485 -0.752
C 1.95337 -1.06299 0.63723 -1.909 0.168 2.614
C 0.09022 -0.54939 -0.98187 0.389 -0.920 -0.977
H 0.53853 -2.54021 -0.23982 0.749 0.085 -0.701
H -0.26518 -1.66667 0.79356 0.568 0.922 1.071
H 2.84048 -1.48821 0.18322 -0.094 0.464 -0.527
H 1.99265 -1.33652 1.71415 0.253 -0.275 -0.512
H -0.87289 -0.81164 -1.42058 -0.287 -0.075 0.297
H 0.10315 0.51159 -0.76562 0.074 -0.027 0.447
H 1.83808 0.02998 0.75939 1.006 -0.274 -0.702
H 0.76240 -0.68460 -1.82025 0.329 0.226 -0.384
```
Forces are in eV/Å.

---

# 6
Formula: C4H12O
Source: the OMol25 dataset
Level of theory: ωB97M-V/def2-TZVPD

Values from the calculation:
LUMO energy in eV: 0.924
HOMO level in eV: -10.1
SMILES string: CCO.CC
Maximum force in hartree/bohr: 0.079
Energy above the lowest of the compared OMol25 structures with the same formula, charge and spin in kJ/mol: 137.4
Energy in Eh: -234.78028
HOMO-LUMO gap in eV: 10.976

Structure (XYZ):
```
17
Properties=species:S:1:pos:R:3:forces:R:3
C -2.08335 1.30091 -0.54021 -2.698 -1.830 2.392
C -1.12407 0.78249 0.55790 0.399 3.237 -0.828
O -2.85524 2.49536 -0.28808 2.114 1.117 -0.950
H -1.57396 1.24300 -1.49011 -0.299 0.180 -0.472
H -2.92632 0.59662 -0.38778 0.456 -0.244 -1.343
H -0.24175 1.42900 0.32673 0.168 -1.137 1.035
H -2.37592 3.24250 -0.72196 -0.663 -0.687 0.716
H -1.00027 -0.26200 0.43280 0.600 -0.924 -0.403
H -1.47967 0.94007 1.57486 -0.118 0.300 -0.113
C 1.88691 -1.16278 -0.60553 0.605 1.144 -0.292
C 1.97138 -1.77500 0.80201 0.806 -0.445 -0.818
H 1.67142 -1.82376 -1.45906 0.512 -0.349 0.585
H 1.08946 -0.43051 -0.73309 0.270 0.395 0.375
H 2.88768 -0.68215 -0.72151 -1.006 -0.058 -0.746
H 3.01453 -1.61627 1.17343 -1.127 0.147 0.212
H 1.18925 -1.44552 1.49876 0.415 -0.253 -0.174
H 1.94993 -2.83197 0.58084 -0.433 -0.593 0.822
```
Forces are in eV/Å.

---

Please write out number 4 again, unchanged.
Formula: C4H12O
Source: the OMol25 dataset
Level of theory: ωB97M-V/def2-TZVPD

Values from the calculation:
LUMO energy in eV: 0.900
HOMO level in eV: -10.4
SMILES string: CCC.CO
Maximum force in hartree/bohr: 0.045
Energy above the lowest of the compared OMol25 structures with the same formula, charge and spin in kJ/mol: 77.8
Energy in Eh: -234.80300
HOMO-LUMO gap in eV: 11.252

Structure (XYZ):
```
17
Properties=species:S:1:pos:R:3:forces:R:3
C 2.50788 3.60739 2.68137 0.414 -1.091 0.398
O 1.75008 2.42778 2.43475 0.015 -0.856 -0.118
H 2.49385 3.82691 3.75024 -0.159 0.398 -0.007
H 3.55752 3.44724 2.41901 -0.036 0.265 -0.251
H 2.06518 4.39332 2.08283 0.044 0.189 0.068
H 2.24224 1.60621 2.64591 -0.279 1.092 -0.092
C -0.25334 -1.34578 -2.09455 -0.738 0.222 -0.582
C -1.22581 -2.38182 -1.53751 -0.048 0.126 0.140
C -2.39545 -1.76066 -0.82705 -1.299 1.255 1.417
H 0.07382 -0.66717 -1.30594 0.172 -0.169 0.072
H -0.77592 -0.71800 -2.82017 0.038 0.060 -0.088
H 0.60062 -1.77485 -2.61402 0.099 -0.110 0.163
H -0.66409 -2.97245 -0.81290 -0.168 -0.326 -0.038
H -1.68948 -3.04371 -2.27129 0.678 -0.133 -0.327
H -2.95995 -2.45189 -0.19429 0.305 -0.273 -0.046
H -2.12346 -0.93381 -0.15767 0.468 -0.262 0.138
H -3.20370 -1.25872 -1.37873 0.495 -0.388 -0.847
```
Forces are in eV/Å.